## A
The following is a quantum chemistry calculation of a 2-piece molecular cluster, C4H6Br2O overall, from the OMol25 dataset.

Structure (XYZ):
```
13
Properties=species:S:1:pos:R:3:nbo_charge:R:1
C 1.16 0.75 0.30 0.029
C -1.01 -0.46 1.03 -0.059
C 1.36 2.18 0.84 -0.796
C -0.79 -1.69 0.35 -0.323
O 0.21 -2.63 0.81 -0.713
Br 2.68 -0.35 0.46 0.086
Br -2.39 0.52 0.28 0.088
H 0.79 2.00 1.77 0.285
H 0.87 2.95 0.30 0.252
H 2.39 2.39 1.04 0.211
H -0.48 -1.44 -0.69 0.234
H -1.78 -2.27 0.36 0.233
H 0.73 -2.05 1.51 0.472
```

Calculated values
- HOMO level (spin up / spin down) (eV) = -8.350 / -8.351
- gap between HOMO and LUMO (spin up / spin down) (hartree) = 0.2618 / 0.2619

## B
The following is a quantum chemistry calculation of a 2-piece molecular cluster, C4H6Br2O overall, from the OMol25 dataset.

Structure (XYZ):
```
13
Properties=species:S:1:pos:R:3:nbo_charge:R:1
C 0.78 0.92 0.63 -0.517
C -0.04 0.17 -0.35 -0.206
C 1.39 -0.19 -0.11 0.194
C -1.07 -0.85 0.05 -0.637
O 2.65 0.94 -1.94 -0.811
Br -0.31 1.01 -2.00 0.131
Br 1.92 -1.93 0.43 0.175
H 0.95 1.91 0.27 0.285
H 0.63 0.95 1.75 0.249
H -2.06 -0.69 -0.42 0.255
H -0.90 -0.88 1.14 0.224
H -0.75 -1.83 -0.46 0.231
H 3.26 0.39 -2.32 0.425
```

Calculated values
- HOMO level (eV) = -9.388
- gap between HOMO and LUMO (hartree) = 0.2713

Most stable = B

## A
The following is a quantum chemistry calculation of C4H11N2 in the gas phase, from the OMol25 dataset.

Structure (XYZ):
```
17
Properties=species:S:1:pos:R:3:nbo_charge:R:1
C -1.75 0.16 -1.28 -0.617
C -0.86 1.14 -0.51 -0.454
C 0.21 0.45 0.28 -0.048
C 1.49 0.12 -0.10 -0.271
N 2.35 -0.66 0.75 -0.895
N -0.31 -0.55 1.36 -0.806
H -1.69 -0.85 -0.90 0.185
H -2.80 0.46 -1.26 0.205
H -1.49 0.20 -2.33 0.217
H -0.23 1.70 -1.20 0.228
H -1.34 1.88 0.11 0.206
H 1.76 0.17 -1.16 0.156
H 2.65 -1.51 0.33 0.364
H 3.15 -0.13 1.08 0.362
H -0.82 -0.23 2.18 0.404
H -0.92 -1.35 1.03 0.311
H 0.59 -0.99 1.63 0.454
```

Calculated values
- HOMO level (spin up / spin down) (eV) = -3.882 / -7.830
- gap between HOMO and LUMO (spin up / spin down) (hartree) = 0.1813 / 0.3131
- 2S+1 = 2

## B
The following is a quantum chemistry calculation of a 2-piece molecular cluster, C4H11N2 overall, from the OMol25 dataset.

Structure (XYZ):
```
17
Properties=species:S:1:pos:R:3:nbo_charge:R:1
C 0.81 2.25 0.82 -0.291
N 0.00 1.87 1.86 -0.800
H 1.87 2.11 0.92 0.170
H 0.39 2.65 -0.08 0.166
H -0.96 1.60 1.71 0.379
H 0.41 1.60 2.73 0.381
C -1.58 -0.46 -0.96 -0.604
C -0.11 -0.74 -1.21 -0.253
C 1.17 -2.14 0.12 -0.065
N 0.57 -1.03 0.04 -0.376
H -2.12 -0.33 -1.90 0.211
H -2.08 -1.27 -0.43 0.206
H -1.68 0.46 -0.38 0.205
H 0.33 0.19 -1.58 0.203
H 0.07 -1.50 -1.98 0.164
H 1.22 -2.86 -0.70 0.135
H 1.68 -2.41 1.04 0.168
```

Calculated values
- HOMO level (spin up / spin down) (eV) = -5.867 / -9.570
- gap between HOMO and LUMO (spin up / spin down) (hartree) = 0.2576 / 0.3934
- 2S+1 = 2

## C
The following is a quantum chemistry calculation of C4H11N2 in the gas phase, from the OMol25 dataset.

Structure (XYZ):
```
17
Properties=species:S:1:pos:R:3:nbo_charge:R:1
C 0.46 1.41 0.78 -0.303
C -0.79 0.88 -0.04 -0.486
C -0.85 -0.67 -0.20 -0.026
C -1.44 -1.61 0.58 -0.684
N 0.18 -1.18 -1.10 -0.918
N 1.54 0.69 0.09 -0.760
H 0.36 1.02 1.85 0.220
H 0.58 2.45 0.56 0.180
H -1.82 1.21 0.26 0.239
H -0.59 1.40 -1.00 0.150
H -1.89 -1.46 1.55 0.196
H -1.75 -2.46 -0.10 0.174
H 1.20 -0.37 -0.07 0.487
H 0.49 -2.14 -0.95 0.380
H 0.14 -0.99 -2.14 0.361
H 2.37 0.67 0.75 0.408
H 1.79 1.14 -0.80 0.383
```

Calculated values
- HOMO level (spin up / spin down) (eV) = -2.945 / -7.205
- gap between HOMO and LUMO (spin up / spin down) (hartree) = 0.1271 / 0.2786
- 2S+1 = 2

Most stable = B